Computed, not measured: 11 unconnected molecules or ions with the total composition C34H68FN3O23S7 in a non-equilibrium geometry, with ωB97M-V/def2-TZVPD.

Last column: Löwdin charge in e.
Positions of all 136 atoms, in Å:
H 0.334740 1.327320 11.680710  0.1365
H -0.558970 -3.651340 18.105380  0.1057
H -0.788970 -1.350820 17.003750  0.1037
H -8.531460 -2.057520 13.111880  0.0783
H 1.073410 -7.999980 12.664650  0.1133
H -1.064240 2.244850 4.170630  0.1004
H 6.516900 -1.762950 12.302990  0.0856
H -0.284780 -8.694290 11.885780  0.1033
N 2.707860 2.838780 7.755310  -0.4989
H -0.352540 -6.751570 8.643310  0.1181
H 2.402630 0.749940 7.460110  0.1107
O 4.050030 -1.820100 12.726850  -0.3515
O 2.700530 3.242630 8.851170  0.0877
H 1.680560 -6.929700 10.353970  0.1144
H 7.003310 -5.267950 13.780950  0.1137
O -3.363260 -3.134260 5.818490  -0.3675
O -2.547620 8.590980 8.566440  0.0576
O 2.937850 -2.810960 18.456220  -0.3587
C -5.523660 -0.674580 5.168030  -0.2214
O 1.337870 -4.195100 19.941240  -0.3377
C -0.666740 -0.612750 11.243380  -0.3147
H -1.390100 5.388050 14.490870  0.1068
H -5.104930 -3.453900 12.583640  0.1100
H -0.672350 -0.612030 19.110210  0.1009
H 5.060670 -5.268860 12.167860  0.0906
H -2.940360 3.928690 15.898170  0.0849
H -0.975840 -8.041380 9.604610  0.1131
C 0.185440 -1.637780 17.399090  -0.2058
H -6.274540 0.060300 5.458270  0.1117
H 3.685380 1.237270 8.612930  0.0938
H 6.032720 2.587840 15.687640  0.1025
O -1.899950 -6.867980 12.841710  -0.3799
O -5.542060 -4.436370 5.539230  -0.3498
H 4.939070 2.290840 13.461950  0.1109
H 0.237510 -1.814350 20.524090  0.0918
H 0.009360 -1.288660 11.766980  0.1808
O -7.265940 0.036170 13.546210  -0.3597
S -0.701570 -6.414460 12.060120  0.7007
H 4.031620 1.613950 6.968920  0.1039
H -6.808690 -2.129670 6.051480  0.0984
H -6.464030 -2.223740 15.097740  0.1092
S 1.571530 -3.116560 19.024680  0.6979
O 3.907830 -3.390970 10.771220  -0.3657
O -1.489830 1.391530 8.528450  0.1710
H 6.412520 -3.732240 14.428760  0.1134
C 0.375910 -7.828310 11.844810  -0.2399
C -2.342670 5.904240 14.371470  -0.1889
F -1.700100 -1.247230 11.735260  0.0863
S 2.786600 4.116380 15.685350  0.7228
C 6.459660 -2.670220 11.701590  -0.1984
N -0.919320 2.450250 2.228540  -0.4363
H -4.490570 5.609630 13.952720  0.1026
H -5.533960 -3.160390 2.992730  0.1047
H -3.269430 7.712530 15.280840  0.0946
O -0.798210 -0.354760 9.865290  0.1268
H 4.023070 -4.614220 13.440940  0.0940
C -1.109460 3.126450 3.531230  0.0324
H 4.894320 4.327510 16.873670  0.0870
H 2.822500 3.784980 13.269240  0.1005
H 1.802410 -1.163620 20.483150  0.1037
H -5.442020 -4.368350 14.075210  0.1175
H 7.452370 -4.591700 11.751210  0.1118
O 0.068690 -5.329080 12.657150  -0.3495
C -4.955300 -2.500590 3.639200  -0.2252
O -1.433610 1.524220 10.727770  0.0859
H -1.827920 6.461280 7.652940  0.0910
H -3.954810 -2.213880 3.315300  0.1046
S -3.534040 5.985350 16.808400  0.7115
O -1.728160 1.614720 1.800500  0.0435
S -6.517300 -1.085170 12.971060  0.7113
N -3.167640 7.599670 8.924660  -0.4225
H -8.214750 -2.000320 11.486330  0.1019
H -5.603340 -0.570220 2.942510  0.1206
H -3.717720 4.170130 13.541300  0.1021
C 1.042500 -1.585830 19.825610  -0.2245
O -5.563680 -0.815260 11.873680  -0.3544
C 4.985990 -4.505120 12.941970  -0.1705
C -7.754360 -2.355830 12.408150  -0.1917
O 2.249650 3.380460 6.772230  0.0638
H 6.661920 -2.541540 10.638280  0.0998
O 2.527550 5.506020 15.983930  -0.3500
H -1.718060 7.311610 16.039910  0.0990
C 3.203630 1.461320 7.661190  0.0395
S -4.784300 -3.220440 5.343330  0.7336
C -3.876670 4.466330 15.748550  -0.2028
H -2.128290 5.807780 9.345900  0.0914
C 7.272220 -3.767450 12.441320  -0.2360
H 0.694830 -3.893480 17.034380  0.1050
O -4.795910 6.711570 17.093790  -0.3662
H 4.062120 3.111820 17.662730  0.0986
H 4.703980 1.548180 15.540140  0.1095
C 4.848310 3.180480 14.085170  -0.2396
C -1.218560 -6.075070 10.350900  -0.1920
H 4.118200 5.003190 13.892970  0.0981
H -4.722480 3.868100 16.087420  0.1014
C -5.703980 -3.484390 13.493750  -0.2378
H -7.644080 -4.160990 13.759570  0.1035
H 1.105440 -8.635570 9.964970  0.1159
C 0.321030 -0.769990 18.690270  -0.1876
C -0.663580 0.890640 11.708460  -0.0510
H 0.806680 0.201880 18.602450  0.1098
H 5.791610 3.679640 13.863520  0.1088
H -5.477440 -1.664330 7.166010  0.1064
C 0.322990 -3.136270 17.724650  -0.2135
H -4.840660 -1.707800 14.539210  0.1035
C -5.761530 -1.836910 6.127930  -0.2186
C 4.291100 3.447310 16.651240  -0.1657
O -4.179260 7.534410 9.617770  0.0542
O 0.063410 2.813450 1.595990  0.0611
C 0.882790 -7.669640 10.418300  -0.1981
C 3.614050 4.040180 13.973820  -0.1804
C -3.683040 4.960440 14.291180  -0.1821
H -7.175070 -4.422660 12.047660  0.1057
C -7.149740 -3.730040 12.888930  -0.1842
C -0.368280 -7.138250 9.662290  -0.2320
H -2.333630 6.424320 13.413590  0.0987
C 6.442310 -4.364610 13.541450  -0.2150
H -2.041940 3.688270 3.477030  0.1022
H -1.040970 0.992410 12.725970  0.1400
C -1.322550 0.884270 9.591680  -0.5626
H -2.272310 -6.329680 10.464420  0.1050
C -5.796180 -1.263650 3.761070  -0.2289
H 0.862570 -1.270860 16.627750  0.1105
C -2.568040 6.905260 15.491710  -0.2128
S 4.633980 -2.924020 11.954780  0.7051
C -2.542670 6.281640 8.456040  0.0390
H -0.368060 3.759150 4.019200  0.0967
H 8.245050 -3.462350 12.826820  0.1196
C 4.957760 2.607750 15.508290  -0.2313
H -4.520780 -0.273880 5.315610  0.1181
H -3.193070 5.453290 8.175100  0.0892
H -6.803500 -1.676190 3.704320  0.1137
H -0.890150 -5.041800 10.238710  0.1075
C -5.769070 -2.205000 14.258230  -0.2117
O -2.624860 5.682360 17.884630  -0.3461
O 1.711370 3.098880 15.810890  -0.3737

Force components x, y, z for each atom (eV/Å):
0.193 -0.198 -0.005
-0.164 0.570 0.506
-0.166 -0.584 -0.131
-0.214 -0.249 0.213
0.134 0.744 -0.143
-1.133 0.167 0.539
0.540 0.435 -0.518
-0.245 0.030 -0.082
-1.384 -1.963 -1.872
1.169 -0.535 -0.240
0.255 0.287 -0.553
1.053 -1.245 -0.693
-0.094 2.617 3.578
0.339 -0.364 0.014
-0.897 -0.418 0.371
-2.911 -0.216 -1.401
-1.001 -0.456 0.680
-3.270 -1.138 0.948
-0.946 -0.218 0.378
0.434 -0.776 -0.075
0.933 3.289 0.933
-0.265 -0.348 0.074
0.805 0.375 0.512
-0.022 0.298 -0.329
-0.317 0.128 -0.218
-0.156 -0.485 0.526
-0.406 0.059 -0.181
-0.362 0.845 -0.449
0.229 0.431 -0.327
-0.387 -0.025 -0.011
0.073 -0.045 0.424
2.086 0.718 -1.664
0.438 0.017 -0.547
-0.699 0.105 -0.385
0.154 -0.695 0.041
2.330 0.601 -1.806
1.085 -1.012 -0.279
-2.196 0.025 4.043
-0.348 -1.059 -0.660
0.044 -0.232 0.172
-0.013 0.006 -0.024
2.461 1.908 0.113
0.817 0.826 0.695
-0.307 -1.005 -0.077
0.063 0.031 0.050
-0.439 -0.698 -0.599
-1.631 -0.458 -0.908
-4.103 -1.010 0.352
0.139 -1.777 0.521
-0.400 0.670 0.886
0.972 0.526 -2.323
-0.129 0.258 0.298
0.901 -0.575 0.020
0.159 -0.005 -0.467
0.381 -1.914 -1.174
0.574 -0.359 0.922
-0.838 -1.142 1.335
0.063 0.285 -0.462
0.327 0.222 -0.064
0.421 0.182 -0.815
0.168 0.214 0.065
0.190 0.091 -0.288
-0.204 -0.407 -0.902
0.599 -0.400 0.084
-0.932 1.449 1.231
-0.022 0.254 0.482
0.047 -0.647 -0.158
-1.567 0.794 -0.948
0.865 1.332 1.494
-0.631 0.396 -1.340
0.054 -1.148 -0.651
0.801 -0.960 -0.636
-0.109 -0.046 0.070
0.745 -0.214 0.259
-1.304 -0.227 -0.421
-0.965 -0.483 1.847
0.528 0.861 -0.621
0.428 0.983 2.746
0.251 0.221 -0.346
0.051 0.149 0.229
-0.131 -0.461 -0.045
0.166 -0.237 -0.330
1.629 -0.106 -0.126
1.251 1.436 1.860
1.578 0.926 -0.177
0.673 0.594 0.074
-0.742 0.087 -1.429
0.283 0.717 -0.739
1.965 -1.239 -0.500
-0.498 -0.935 -0.585
-0.620 0.166 0.056
0.220 -1.715 0.542
1.490 -0.962 2.710
-1.359 0.599 -0.404
-0.121 0.474 -0.223
-0.943 -1.093 -1.750
-0.969 0.179 -0.474
0.539 0.252 0.093
0.669 -0.549 1.350
0.788 -1.430 1.001
-0.115 -0.141 -0.659
-0.393 0.698 0.011
0.192 -0.194 -0.176
0.591 0.060 0.430
0.082 -0.302 0.006
0.749 -0.567 -0.848
-0.369 1.257 -2.210
1.242 0.480 -0.758
-0.390 -0.412 0.227
-0.485 1.167 -0.438
0.341 0.455 1.308
0.487 1.285 0.973
0.353 -0.227 0.329
0.180 0.713 -0.297
-1.293 -0.490 -1.305
0.319 0.085 0.010
-1.640 0.427 0.638
-0.174 -0.614 0.261
-0.427 0.173 -0.296
1.198 0.049 -0.153
0.011 0.599 -0.751
-0.010 0.295 1.124
0.409 -0.451 0.183
-1.309 -0.547 1.331
0.249 -2.081 0.181
0.052 -0.611 0.505
0.703 0.121 -1.493
-0.131 0.438 -0.214
1.197 -0.599 1.800
-0.006 0.081 -0.310
-0.979 0.849 -0.314
-0.428 0.835 0.088
-0.506 -0.052 -0.540
-0.119 1.460 -0.942
-0.227 -0.309 0.087
1.651 1.704 -0.553

The HOMO energy is -9.8 eV. The calculation puts the molar mass at 1130.4 g mol⁻¹. Its orbital gap is 0.35456 Ha. The energy above the lowest of the compared OMol25 structures with the same formula, charge and spin comes out at 52.8 kcal per mole. As for the spin multiplicity: 1.